Density functional theory data (ωB97M-V with the def2-TZVPD basis set) for 10 unconnected molecules or ions with the total composition C36H94N2O24S8 at a distorted geometry.

Geometry (Å):
C1 -2.739 0.868 8.445
C2 -1.410 0.511 7.852
N1 -1.596 -0.033 6.508
C3 -1.935 0.821 5.412
C4 -2.311 -0.014 4.199
C5 -0.473 -0.891 6.212
C6 -0.888 -2.276 6.750
H1 -3.379 1.206 7.629
H2 -2.536 1.641 9.186
H3 -3.328 0.108 8.960
H4 -0.711 1.312 7.613
H5 -0.837 -0.181 8.469
H6 -2.731 1.561 5.492
H7 -1.106 1.484 5.162
H8 -1.594 -0.031 3.378
H9 -2.840 -0.955 4.349
H10 -3.117 0.476 3.653
H11 0.450 -0.571 6.696
H12 -0.418 -1.029 5.132
H13 -0.953 -2.445 7.825
H14 -0.203 -3.011 6.328
H15 -1.820 -2.578 6.271
C7 1.030 2.171 0.717
C8 0.764 0.694 0.880
N2 0.198 0.042 -0.358
C9 -0.393 -1.241 -0.180
C10 0.543 -2.366 0.287
C11 1.175 0.205 -1.387
C12 0.838 -0.513 -2.648
H16 0.180 2.809 0.477
H17 1.759 2.385 -0.065
H18 1.467 2.569 1.632
H19 1.603 0.156 1.322
H20 0.181 0.637 1.800
H21 -1.243 -1.210 0.502
H22 -0.975 -1.435 -1.081
H23 -0.007 -3.302 0.384
H24 1.223 -2.630 -0.523
H25 1.014 -2.011 1.204
H26 2.228 0.154 -1.110
H27 1.127 1.258 -1.664
H28 0.063 0.092 -3.118
H29 0.521 -1.536 -2.446
H30 1.701 -0.560 -3.313
O1 -2.321 -4.777 0.901
S1 -3.430 -5.172 -0.009
O2 -4.291 -6.276 0.288
O3 -4.385 -3.809 -0.331
C13 -5.106 -3.271 0.762
C14 -4.399 -2.100 1.432
C15 -2.752 -5.346 -1.724
H31 -5.272 -4.091 1.461
H32 -6.130 -3.050 0.460
H33 -3.366 -2.316 1.704
H34 -4.861 -1.565 2.262
H35 -4.184 -1.425 0.604
H36 -2.407 -4.364 -2.049
H37 -3.570 -5.662 -2.370
H38 -1.976 -6.110 -1.694
O4 -4.893 4.869 2.011
S2 -3.788 4.984 3.006
O5 -3.298 3.833 3.735
O6 -2.451 5.617 2.233
C16 -1.240 5.878 2.887
C17 -0.376 4.758 3.337
C18 -4.146 6.508 4.117
H39 -1.582 6.488 3.723
H40 -0.702 6.498 2.171
H41 0.572 5.015 2.864
H42 -0.682 3.829 2.856
H43 -0.128 4.759 4.398
H44 -4.946 6.207 4.793
H45 -4.447 7.291 3.421
H46 -3.202 6.677 4.635
O7 1.281 -3.429 -6.861
S3 1.111 -3.850 -5.450
O8 0.007 -3.269 -4.691
O9 1.003 -5.551 -5.473
C19 0.491 -6.251 -4.353
C20 1.418 -7.369 -3.938
C21 2.709 -3.678 -4.459
H47 -0.514 -6.601 -4.587
H48 0.320 -5.494 -3.587
H49 1.518 -8.237 -4.589
H50 1.121 -7.817 -2.990
H51 2.465 -7.072 -3.867
H52 2.849 -2.630 -4.190
H53 3.408 -4.064 -5.201
H54 2.495 -4.359 -3.635
O10 3.235 2.304 -3.577
S4 2.586 3.415 -4.306
O11 1.471 3.212 -5.224
O12 2.039 4.537 -3.160
C22 2.897 4.912 -2.079
C23 2.029 5.390 -0.869
C24 4.019 4.336 -5.075
H55 3.427 5.802 -2.420
H56 3.615 4.140 -1.804
H57 0.961 5.533 -1.033
H58 2.291 6.398 -0.546
H59 2.271 4.832 0.035
H60 4.778 4.434 -4.299
H61 3.512 5.283 -5.259
H62 4.427 3.804 -5.935
O13 4.480 1.893 -7.252
S5 3.390 1.104 -7.811
O14 2.254 1.726 -8.429
O15 3.974 0.001 -8.907
C25 3.124 -0.776 -9.664
C26 3.913 -1.396 -10.832
C27 2.915 -0.103 -6.470
H63 2.231 -0.198 -9.903
H64 2.886 -1.618 -9.013
H65 3.501 -2.317 -11.244
H66 4.885 -1.699 -10.442
H67 4.180 -0.816 -11.716
H68 2.121 -0.777 -6.794
H69 2.473 0.353 -5.584
H70 3.767 -0.754 -6.278
O16 -1.979 1.501 -4.524
S6 -2.577 2.865 -4.560
O17 -2.909 3.525 -5.878
O18 -3.971 2.973 -3.665
C28 -3.975 2.387 -2.354
C29 -4.154 3.464 -1.326
C30 -1.584 4.021 -3.531
H71 -3.104 1.821 -2.023
H72 -4.762 1.636 -2.299
H73 -3.327 4.172 -1.270
H74 -4.201 3.037 -0.324
H75 -5.084 3.992 -1.537
H76 -0.978 3.298 -2.984
H77 -2.206 4.694 -2.941
H78 -0.962 4.575 -4.235
O19 3.515 6.210 2.698
S7 3.203 5.641 4.073
O20 2.005 6.039 4.827
O21 3.228 3.888 4.012
C31 2.678 3.204 5.088
C32 1.943 1.898 4.649
C33 4.733 5.931 5.110
H79 1.922 3.716 5.684
H80 3.389 2.988 5.885
H81 1.683 1.230 5.470
H82 2.621 1.237 4.109
H83 1.057 2.116 4.052
H84 5.531 5.226 4.879
H85 4.277 5.954 6.099
H86 5.123 6.879 4.739
O22 2.567 -8.295 1.411
S8 1.317 -7.641 1.115
O23 0.691 -7.945 -0.166
O24 0.313 -8.066 2.361
C34 -1.066 -7.685 2.276
C35 -1.865 -8.202 3.465
C36 1.416 -5.786 1.386
H87 -1.706 -7.941 1.431
H88 -1.125 -6.608 2.122
H89 -1.902 -9.286 3.579
H90 -2.866 -7.774 3.502
H91 -1.268 -7.911 4.329
H92 1.989 -5.722 2.311
H93 0.419 -5.370 1.530
H94 1.860 -5.392 0.472

Values from the calculation:
charge	+1
Kohn-Sham gap (spin up / spin down)	0.278 / 0.114	hartree
<S²>	0.754
multiplicity	2
HOMO energy (spin up / spin down)	-10.09 / -10.09	eV
LUMO (spin up / spin down)	-2.53 / -7.00	eV



Density functional theory data (ωB97M-V with the def2-TZVPD basis set) for 5 unconnected molecules or ions with the total composition C64H145OP4 at a distorted geometry.

Geometry (Å):
O1 -0.865 0.789 -0.437
H1 -0.531 0.929 0.454
C1 -4.860 2.056 -3.214
C2 -5.135 0.616 -3.651
C3 -3.943 -0.345 -3.829
C4 -2.680 -0.157 -2.962
P1 -1.734 -1.655 -2.662
C5 -2.131 -2.320 -1.062
C6 -3.663 -2.264 -0.873
C7 -4.013 -2.582 0.599
C8 -5.535 -2.765 0.862
C9 0.098 -1.392 -2.667
C10 0.906 -2.640 -2.279
C11 2.342 -2.327 -1.826
C12 3.182 -3.477 -1.266
C13 -2.075 -2.971 -3.817
C14 -1.823 -2.579 -5.277
C15 -1.717 -3.789 -6.215
C16 -0.732 -3.533 -7.374
H2 -4.856 2.155 -2.128
H3 -5.610 2.756 -3.584
H4 -3.914 2.391 -3.652
H5 -5.660 0.633 -4.604
H6 -5.783 0.169 -2.892
H7 -3.564 -0.122 -4.829
H8 -4.402 -1.331 -3.774
H9 -2.836 0.352 -2.005
H10 -2.048 0.578 -3.463
H11 -1.764 -1.589 -0.330
H12 -1.703 -3.305 -0.891
H13 -4.263 -2.951 -1.470
H14 -4.002 -1.234 -0.990
H15 -3.662 -1.781 1.253
H16 -3.547 -3.527 0.889
H17 -6.024 -2.920 -0.102
H18 -5.933 -1.872 1.339
H19 -5.736 -3.659 1.446
H20 0.309 -0.637 -1.898
H21 0.415 -0.869 -3.571
H22 0.949 -3.230 -3.200
H23 0.547 -3.313 -1.498
H24 2.330 -1.498 -1.111
H25 2.891 -1.864 -2.655
H26 2.573 -3.998 -0.522
H27 4.040 -3.142 -0.684
H28 3.536 -4.126 -2.064
H29 -2.958 -3.610 -3.774
H30 -1.287 -3.707 -3.604
H31 -0.869 -2.043 -5.355
H32 -2.539 -1.935 -5.791
H33 -2.676 -4.124 -6.606
H34 -1.248 -4.619 -5.673
H35 -0.921 -2.575 -7.862
H36 -0.654 -4.385 -8.042
H37 0.278 -3.413 -6.963
C17 -2.032 6.308 3.869
C18 -0.971 6.024 2.802
C19 -1.523 5.144 1.669
C20 -1.833 3.690 2.057
P2 -3.313 3.009 1.230
C21 -3.514 1.306 1.652
C22 -3.395 1.144 3.199
C23 -2.125 0.437 3.681
C24 -1.825 0.698 5.158
C25 -4.777 3.974 1.726
C26 -6.022 3.863 0.810
C27 -6.864 2.598 1.110
C28 -8.363 2.865 0.977
C29 -2.920 3.329 -0.537
C30 -3.498 4.581 -1.222
C31 -2.443 5.407 -1.965
C32 -3.084 6.501 -2.801
H38 -2.529 5.426 4.285
H39 -2.875 6.877 3.465
H40 -1.643 6.908 4.690
H41 -0.075 5.532 3.186
H42 -0.681 7.015 2.452
H43 -0.837 5.206 0.821
H44 -2.433 5.629 1.299
H45 -1.943 3.605 3.141
H46 -1.020 3.003 1.807
H47 -2.830 0.695 1.055
H48 -4.531 1.008 1.389
H49 -4.257 0.563 3.530
H50 -3.495 2.088 3.740
H51 -1.250 0.782 3.121
H52 -2.198 -0.633 3.473
H53 -0.827 0.363 5.449
H54 -2.511 0.327 5.918
H55 -1.741 1.783 5.291
H56 -4.571 5.039 1.858
H57 -5.041 3.676 2.745
H58 -5.826 3.918 -0.262
H59 -6.531 4.820 0.954
H60 -6.723 2.377 2.170
H61 -6.464 1.815 0.465
H62 -8.871 1.902 0.890
H63 -8.628 3.488 0.125
H64 -8.746 3.301 1.898
H65 -3.248 2.434 -1.076
H66 -1.836 3.182 -0.546
H67 -4.027 5.239 -0.530
H68 -4.312 4.230 -1.859
H69 -1.730 4.891 -2.610
H70 -1.847 5.949 -1.225
H71 -3.819 7.046 -2.197
H72 -3.549 6.184 -3.733
H73 -2.382 7.311 -3.018
C33 6.443 0.374 -0.178
C34 4.943 0.323 -0.362
C35 4.361 1.447 -1.222
C36 2.856 1.215 -1.505
P3 1.858 2.695 -1.904
C37 0.398 2.255 -2.896
C38 -0.312 3.438 -3.559
C39 -1.636 3.004 -4.162
C40 -2.130 3.922 -5.294
C41 1.149 3.307 -0.356
C42 2.171 3.846 0.636
C43 1.638 4.354 1.961
C44 1.215 3.288 2.973
C45 2.874 4.042 -2.672
C46 3.409 3.632 -4.025
C47 4.334 4.743 -4.559
C48 5.022 4.368 -5.892
H74 7.021 0.384 -1.103
H75 6.795 -0.417 0.486
H76 6.786 1.286 0.323
H77 4.475 0.391 0.624
H78 4.644 -0.597 -0.873
H79 4.890 1.529 -2.174
H80 4.476 2.439 -0.775
H81 2.385 0.722 -0.652
H82 2.802 0.519 -2.345
H83 -0.265 1.614 -2.302
H84 0.926 1.690 -3.677
H85 0.235 3.754 -4.455
H86 -0.367 4.296 -2.887
H87 -2.388 2.847 -3.379
H88 -1.554 1.987 -4.563
H89 -1.590 3.719 -6.220
H90 -1.904 4.968 -5.070
H91 -3.199 3.862 -5.485
H92 0.377 2.591 -0.053
H93 0.589 4.163 -0.767
H94 2.728 4.671 0.187
H95 2.914 3.073 0.862
H96 0.808 5.068 1.909
H97 2.368 4.974 2.490
H98 0.644 2.441 2.584
H99 0.613 3.727 3.777
H100 2.009 2.884 3.610
H101 3.675 4.281 -1.972
H102 2.252 4.939 -2.725
H103 2.666 3.410 -4.791
H104 4.074 2.761 -3.979
H105 4.992 5.143 -3.789
H106 3.672 5.560 -4.871
H107 4.242 4.125 -6.613
H108 5.665 3.492 -5.805
H109 5.603 5.228 -6.214
C49 -0.534 -9.371 4.423
C50 0.775 -8.726 4.841
C51 1.022 -7.311 4.297
C52 2.404 -6.833 4.806
P4 3.065 -5.372 4.067
C53 4.288 -4.511 5.075
C54 5.100 -3.445 4.354
C55 5.620 -2.327 5.269
C56 6.452 -1.216 4.644
C57 1.746 -4.227 3.444
C58 2.145 -2.790 3.045
C59 0.940 -1.828 2.939
C60 0.013 -1.914 1.727
C61 4.089 -6.094 2.770
C62 4.482 -5.244 1.544
C63 5.755 -5.723 0.816
C64 6.294 -4.834 -0.267
H110 -0.672 -10.365 4.844
H111 -0.649 -9.465 3.342
H112 -1.374 -8.766 4.781
H113 1.516 -9.406 4.395
H114 0.972 -8.828 5.909
H115 0.210 -6.699 4.698
H116 0.941 -7.335 3.209
H117 3.071 -7.652 4.529
H118 2.319 -6.819 5.894
H119 4.915 -5.332 5.445
H120 3.845 -4.195 6.027
H121 4.617 -2.948 3.514
H122 5.979 -3.882 3.868
H123 6.063 -2.760 6.170
H124 4.753 -1.790 5.682
H125 7.471 -1.575 4.469
H126 6.529 -0.405 5.362
H127 6.088 -0.941 3.653
H128 0.982 -4.178 4.227
H129 1.212 -4.799 2.678
H130 2.709 -2.724 2.114
H131 2.697 -2.379 3.890
H132 1.296 -0.796 2.966
H133 0.386 -1.955 3.876
H134 0.582 -1.699 0.819
H135 -0.687 -1.082 1.825
H136 -0.588 -2.817 1.617
H137 3.602 -6.950 2.287
H138 4.966 -6.563 3.229
H139 4.608 -4.191 1.802
H140 3.599 -5.222 0.898
H141 5.608 -6.764 0.507
H142 6.397 -5.937 1.682
H143 7.366 -5.059 -0.277
H144 6.292 -3.746 -0.195
H145 5.897 -5.091 -1.248

Values from the calculation:
charge	+3
Kohn-Sham gap	0.333	hartree
energy relative to the best compared isomer or geometry (same formula, charge and spin)	39.9	kcal per mole
multiplicity	1
HOMO energy	-14.17	eV
LUMO	-5.11	eV



Question: The lowest charge belongs to which entry?
Answer: C36H94N2O24S8



Question: The highest charge belongs to which entry?
Answer: C64H145OP4